Entry 1:
{
  "formula": "C34H60NO21",
  "method": "the ωB97M-V functional and the def2-TZVPD basis",
  "elements": ["C", "C", "O", "N", "C", "C", "O", "O", "C", "C", "C", "C", "C", "C", "H", "H", "H", "H", "H", "H", "H", "H", "H", "H", "H", "H", "C", "C", "O", "C", "O", "O", "C", "H", "H", "H", "H", "H", "H", "H", "H", "C", "C", "O", "C", "O", "O", "C", "H", "H", "H", "H", "H", "H", "H", "H", "C", "C", "O", "C", "O", "O", "C", "H", "H", "H", "H", "H", "H", "H", "H", "C", "C", "O", "C", "O", "O", "C", "H", "H", "H", "H", "H", "H", "H", "H", "C", "C", "O", "C", "O", "O", "C", "H", "H", "H", "H", "H", "H", "H", "H", "C", "C", "O", "C", "O", "O", "C", "H", "H", "H", "H", "H", "H", "H", "H"],
  "coordinates": [[2.6226, 0.2346, 7.1765], [1.0985, 0.0280, 6.8036], [0.8705, -1.3735, 6.7129], [-0.4173, -1.6057, 6.2158], [-1.3221, -1.8662, 7.3622], [-1.5904, -3.4013, 7.5847], [-2.5773, -3.8551, 8.2030], [-0.7029, -4.2507, 7.1320], [-2.6084, -0.9906, 7.1997], [-2.5673, 0.1698, 6.2802], [-3.7278, 1.0579, 6.1080], [-4.9764, 0.8181, 6.8296], [-5.0432, -0.3169, 7.7349], [-3.8642, -1.1878, 7.9107], [3.1663, -0.7141, 6.9165], [2.7185, 0.4863, 8.2662], [3.0226, 1.1131, 6.6088], [0.9070, 0.5362, 5.8199], [0.4694, 0.5429, 7.5820], [-0.3699, -2.4153, 5.5947], [-0.7798, -1.4825, 8.2728], [-1.6610, 0.4516, 5.7004], [-3.6195, 1.9293, 5.4107], [-5.8145, 1.5380, 6.6662], [-5.9931, -0.4924, 8.2915], [-3.9760, -2.0152, 8.6422], [-1.1682, 5.1915, -0.0448], [-0.6096, 4.1882, 0.9446], [-1.5628, 3.8682, 1.9678], [-2.5691, 3.0722, 1.5938], [-2.7358, 2.5995, 0.4959], [-3.3739, 2.8996, 2.6460], [-4.5557, 2.1497, 2.3571], [-1.5218, 6.0847, 0.4751], [-0.4078, 5.4803, -0.7720], [-2.0210, 4.7822, -0.5885], [0.2529, 4.6230, 1.4516], [-0.2647, 3.2782, 0.4472], [-4.3132, 1.1848, 1.9121], [-5.2095, 2.7227, 1.6973], [-5.0763, 1.9751, 3.2971], [-1.2811, -0.7056, 1.6008], [-1.2484, 0.0912, 0.3100], [-0.0448, -0.1667, -0.4368], [0.0075, -1.3499, -1.0560], [-0.8521, -2.1959, -1.0519], [1.1994, -1.4447, -1.6746], [1.4290, -2.7117, -2.2873], [-0.3842, -0.5115, 2.1931], [-2.1608, -0.4459, 2.1919], [-1.3070, -1.7789, 1.4069], [-1.2465, 1.1543, 0.5450], [-2.1294, -0.1000, -0.3072], [0.6247, -2.9672, -2.9783], [1.5349, -3.4780, -1.5213], [2.3604, -2.6513, -2.8487], [3.1574, 9.3250, -3.8273], [2.6538, 9.8122, -2.4830], [1.3319, 10.3591, -2.5812], [0.3476, 9.4664, -2.7275], [0.4700, 8.2695, -2.7717], [-0.8078, 10.1364, -2.8344], [-1.9349, 9.3015, -3.1027], [3.1028, 10.1253, -4.5685], [4.1898, 8.9811, -3.7497], [2.5511, 8.5004, -4.2042], [3.2959, 10.6195, -2.1278], [2.6834, 9.0220, -1.7290], [-2.0279, 8.5118, -2.3571], [-1.8529, 8.8756, -4.1037], [-2.8257, 9.9261, -3.0615], [0.3798, -5.1649, 1.0659], [-0.1081, -5.3856, -0.3526], [-0.4400, -6.7645, -0.5828], [-1.5809, -7.1837, -0.0279], [-2.3450, -6.5206, 0.6220], [-1.7246, -8.4888, -0.3089], [-2.8572, -9.0892, 0.3181], [1.2163, -5.8306, 1.2907], [0.6991, -4.1309, 1.2068], [-0.4023, -5.3816, 1.7943], [0.6917, -5.1382, -1.0491], [-0.9558, -4.7416, -0.5947], [-3.7738, -8.5504, 0.0774], [-2.7081, -9.1277, 1.3981], [-2.9423, -10.1075, -0.0587], [-2.5650, 1.2116, -7.7147], [-1.0672, 0.9775, -7.7221], [-0.4343, 1.5765, -6.5853], [-0.6192, 0.9415, -5.4204], [-1.2472, -0.0729, -5.2540], [0.0043, 1.6387, -4.4652], [-0.2022, 1.1255, -3.1450], [-2.7844, 2.2791, -7.6430], [-3.0212, 0.8143, -8.6228], [-3.0382, 0.7314, -6.8574], [-0.6319, 1.4519, -8.6032], [-0.8242, -0.0865, -7.7762], [0.0760, 0.0771, -3.0834], [-1.2442, 1.2657, -2.8514], [0.4287, 1.6914, -2.4626], [7.4243, -4.2320, -6.3128], [7.5664, -3.6204, -4.9329], [6.3599, -3.7521, -4.1709], [6.1049, -4.9774, -3.6996], [6.7916, -5.9561, -3.8469], [4.9380, -4.9342, -3.0448], [4.4900, -6.2084, -2.5779], [6.5657, -3.8033, -6.8340], [8.3239, -4.0582, -6.9052], [7.2568, -5.3083, -6.2555], [7.7546, -2.5502, -5.0300], [8.4104, -4.0473, -4.3858], [5.2471, -6.6912, -1.9603], [4.2240, -6.8426, -3.4247], [3.5998, -6.0444, -1.9727]],
  "forces_ev_per_a": [[-0.7, 0.0, 0.1], [1.0, 0.8, -0.1], [0.9, 0.6, 0.0], [-1.2, 0.3, 0.3], [-0.6, 0.3, 0.1], [1.5, -4.3, -0.4], [-0.4, 2.0, 0.1], [-1.0, 3.1, 0.1], [-1.5, 1.9, -0.9], [-2.1, 0.2, 0.9], [0.2, -1.7, 1.2], [1.9, -0.9, -0.1], [1.9, 0.7, -1.3], [-0.6, 1.2, -0.5], [-0.3, 1.1, 0.3], [0.1, -0.5, -1.0], [-0.2, -0.9, 0.4], [-0.1, -0.6, 0.7], [0.2, -0.7, -0.7], [0.3, -0.1, 0.8], [-0.5, -0.5, -0.8], [-0.7, -0.6, 0.7], [-0.2, -0.9, 0.8], [0.6, -0.9, 0.3], [1.0, 0.0, -0.4], [0.4, 0.5, -0.8], [-0.3, 0.0, -0.1], [0.3, 0.2, -0.4], [0.0, -0.2, 0.0], [-0.2, 0.3, 0.3], [-0.1, 0.3, 0.2], [0.2, 0.0, -0.2], [-0.4, -0.2, 0.1], [0.2, 0.0, 0.0], [0.0, 0.0, 0.1], [0.1, -0.1, 0.0], [-0.2, -0.1, 0.2], [-0.2, 0.0, 0.0], [0.0, 0.1, -0.1], [0.1, -0.1, -0.1], [0.3, 0.1, 0.1], [0.2, -0.3, -0.1], [-0.4, 0.0, 0.6], [0.2, -0.3, -0.4], [0.0, 0.0, 0.4], [0.3, 0.2, -0.2], [-0.2, 0.1, 0.1], [0.2, -0.2, -0.3], [-0.1, 0.1, 0.0], [0.1, 0.0, 0.0], [-0.1, 0.1, 0.0], [0.3, -0.3, -0.4], [0.2, -0.1, -0.1], [-0.1, 0.0, 0.2], [-0.1, 0.1, -0.1], [0.0, 0.2, 0.1], [-0.2, -0.1, -0.2], [0.5, -0.2, -0.1], [-0.2, 0.0, 0.1], [0.0, 0.1, -0.1], [0.0, 0.1, 0.1], [0.2, -0.1, 0.1], [-0.4, -0.1, -0.1], [0.1, 0.1, 0.1], [0.0, 0.1, 0.0], [0.1, 0.0, 0.1], [-0.3, 0.1, 0.0], [-0.2, 0.0, -0.1], [0.1, 0.0, -0.1], [0.0, -0.1, 0.1], [0.2, 0.2, 0.0], [-0.1, -0.2, 0.2], [0.0, 0.5, 0.4], [-0.1, -0.2, -0.2], [0.2, 0.1, 0.1], [0.0, -0.1, -0.2], [0.0, 0.1, -0.1], [-0.2, -0.2, 0.1], [0.1, 0.1, -0.1], [0.0, 0.0, 0.0], [0.0, 0.1, -0.1], [-0.1, -0.4, -0.1], [0.0, -0.2, 0.1], [0.1, 0.1, 0.1], [-0.1, 0.1, 0.0], [0.2, 0.1, -0.1], [-0.2, 0.0, 0.3], [-0.3, -0.2, -0.4], [0.1, 0.0, 0.1], [0.0, 0.2, 0.2], [0.1, 0.1, -0.1], [-0.1, -0.1, -0.3], [-0.1, 0.0, 0.4], [0.1, 0.0, -0.1], [0.1, 0.0, 0.0], [0.1, -0.1, -0.1], [0.2, 0.1, 0.2], [-0.1, 0.1, 0.2], [-0.1, 0.1, -0.2], [0.0, -0.1, 0.0], [0.1, 0.1, -0.3], [-0.2, -0.3, -0.1], [0.4, 0.0, -0.4], [0.0, 0.0, 0.2], [-0.2, 0.1, 0.0], [0.0, 0.2, 0.1], [0.2, 0.1, -0.1], [-0.2, -0.3, 0.2], [0.1, 0.1, 0.0], [0.0, 0.1, 0.0], [0.1, 0.1, 0.1], [-0.3, 0.0, 0.2], [-0.2, -0.1, 0.0], [0.0, 0.0, -0.2], [0.1, 0.0, 0.1], [0.1, 0.2, -0.1]],
  "lumo_ha": 0.063,
  "max_force_ev_per_a": 4.576,
  "homo_ev": -4.104,
  "total_charge": -1,
  "e_tot_ev": -80718.5076,
  "relative_energy_kcal_mol": 41.3
}



Entry 2:
{
  "formula": "C34H62N13NaO5S",
  "method": "the ωB97M-V functional and the def2-TZVPD basis",
  "elements": ["Na", "C", "N", "C", "C", "N", "C", "C", "N", "C", "C", "N", "C", "N", "C", "C", "N", "C", "C", "C", "C", "N", "C", "N", "C", "C", "N", "C", "C", "N", "C", "C", "H", "H", "H", "H", "H", "H", "H", "H", "H", "H", "H", "H", "H", "H", "H", "H", "H", "H", "H", "H", "H", "H", "H", "H", "H", "H", "H", "H", "H", "H", "H", "H", "H", "H", "H", "H", "H", "H", "H", "H", "H", "H", "H", "H", "H", "H", "H", "H", "O", "C", "O", "C", "O", "C", "C", "O", "O", "H", "H", "H", "H", "H", "C", "N", "C", "C", "N", "C", "S", "C", "C", "C", "C", "C", "N", "H", "H", "H", "H", "H", "H", "H", "H", "H"],
  "coordinates": [[0.9798, 0.9216, 0.3455], [3.8641, -3.6963, 1.4344], [3.1263, -3.9393, 0.2130], [3.2461, -5.2682, -0.3444], [1.9180, -3.2222, 0.0042], [1.9041, -2.0231, -0.4402], [3.1399, -1.5292, -1.0219], [3.2270, -0.0168, -1.1729], [2.1080, 0.6584, -1.8381], [1.7659, 0.0887, -3.1479], [0.7500, -1.0455, -3.1564], [-0.5831, -0.4946, -3.0208], [-1.5546, -0.9558, -3.6894], [-2.7968, -0.3269, -3.6231], [-2.8647, 0.8716, -2.8044], [-3.9682, -1.1725, -3.4790], [-1.4480, -2.0568, -4.5838], [-1.9702, -1.8867, -5.9247], [-1.5567, -3.3934, -4.0347], [2.4499, 2.0773, -2.1114], [3.2703, 2.8499, -1.0855], [2.6887, 3.0032, 0.2317], [2.4454, 4.1833, 0.6764], [2.3229, 5.3217, -0.1241], [2.8797, 6.5956, 0.2635], [1.4241, 5.3382, -1.2531], [2.3560, 4.4218, 2.0253], [2.9252, 3.5025, 2.9948], [1.4487, 5.4129, 2.5644], [0.7571, -3.9165, 0.2267], [-0.5180, -3.3690, -0.2015], [0.6908, -4.9999, 1.1938], [4.9400, -3.7302, 1.2387], [3.6198, -2.7054, 1.8185], [3.6474, -4.4377, 2.2169], [2.8758, -6.0646, 0.3156], [2.7045, -5.3212, -1.2879], [4.3006, -5.4730, -0.5469], [4.0169, -1.8215, -0.4375], [3.2644, -1.9896, -2.0111], [3.3283, 0.4316, -0.1779], [4.1617, 0.1700, -1.7305], [1.3193, 0.8949, -3.7314], [2.6833, -0.2162, -3.6784], [0.8720, -1.6278, -4.0768], [0.9374, -1.7011, -2.3068], [-2.8895, 0.6309, -1.7326], [-1.9819, 1.4818, -2.9811], [-3.7684, 1.4213, -3.0769], [-4.8608, -0.5726, -3.6584], [-3.9632, -1.9869, -4.1958], [-4.0425, -1.6026, -2.4693], [-1.6970, -0.9021, -6.3016], [-1.5132, -2.6394, -6.5706], [-3.0602, -1.9940, -6.0095], [-1.1840, -3.3980, -3.0114], [-2.5871, -3.7763, -4.0284], [-0.9474, -4.0851, -4.6222], [3.0489, 2.1265, -3.0363], [1.5082, 2.5953, -2.3010], [4.2312, 2.3421, -0.9568], [3.4980, 3.8144, -1.5557], [3.5838, 6.4580, 1.0808], [3.4194, 7.0324, -0.5825], [2.1148, 7.3178, 0.5767], [0.6311, 6.0827, -1.1030], [1.9446, 5.5906, -2.1839], [0.9611, 4.3619, -1.3686], [3.5714, 2.7959, 2.4847], [3.4956, 4.0717, 3.7353], [2.1601, 2.9329, 3.5173], [0.7664, 5.7675, 1.7935], [0.8560, 4.9632, 3.3650], [1.9767, 6.2755, 2.9845], [-1.1466, -4.1873, -0.5653], [-1.0252, -2.8518, 0.6122], [-0.3576, -2.6443, -0.9930], [1.4398, -4.8935, 1.9747], [-0.2845, -4.9749, 1.6769], [0.8093, -5.9816, 0.7257], [-2.7844, 3.6099, -0.7552], [-1.6215, 3.0789, -0.3398], [-0.7899, 2.6454, -1.0926], [-1.4996, 3.1111, 1.1607], [-0.4131, 2.3170, 1.5105], [-0.3892, 1.9887, 2.8956], [0.7471, 0.9976, 3.2288], [0.8187, 0.7167, 4.4313], [1.4494, 0.5969, 2.2672], [-2.7991, 3.5412, -1.7220], [-2.4390, 2.7427, 1.5855], [-1.3674, 4.1538, 1.4861], [-1.3342, 1.5145, 3.1816], [-0.2623, 2.8939, 3.4993], [-5.4633, -0.3397, 0.2028], [-4.8923, -0.9812, 1.3663], [-5.5953, -1.6734, 2.3319], [-4.7154, -2.0471, 3.2674], [-3.4592, -1.5815, 2.8815], [-3.5617, -0.9047, 1.6803], [-2.4630, -0.1040, 0.7106], [-2.3043, -1.7990, 3.6944], [-2.4647, -1.9168, 5.0702], [-1.3417, -2.2158, 5.8221], [-0.1207, -2.3526, 5.1911], [-0.0711, -2.1672, 3.8204], [-1.1485, -1.9187, 3.0810], [-6.5410, -0.4872, 0.2232], [-5.0450, -0.7639, -0.7095], [-5.2294, 0.7243, 0.2112], [-6.6520, -1.8574, 2.2539], [-4.8570, -2.6392, 4.1510], [-3.4233, -1.7567, 5.5423], [-1.4200, -2.3074, 6.8976], [0.7820, -2.5454, 5.7529], [0.8648, -2.1877, 3.2761]],
  "forces_ev_per_a": [[-0.3, 0.1, -1.3], [0.1, 0.2, -0.1], [-0.3, -0.3, 0.0], [0.1, 0.0, 0.1], [0.2, -0.1, 0.1], [0.0, 0.2, 0.3], [0.0, 0.0, -0.1], [-0.1, 0.0, 0.0], [0.1, 0.3, -0.1], [-0.1, -0.1, 0.0], [-0.1, 0.1, 0.0], [0.1, -0.1, 0.3], [0.1, -0.2, 0.0], [-0.1, 0.1, -0.2], [0.1, -0.1, 0.0], [0.1, 0.0, 0.1], [-0.2, 0.1, 0.0], [0.0, 0.0, 0.1], [0.1, 0.1, 0.0], [0.1, 0.0, 0.0], [0.0, 0.1, 0.1], [-0.2, -0.2, -0.1], [0.1, 0.0, 0.0], [-0.1, 0.0, 0.1], [0.0, 0.0, 0.0], [0.1, 0.0, 0.0], [0.0, 0.0, 0.0], [0.1, 0.1, -0.1], [0.0, -0.1, 0.0], [0.0, 0.0, 0.0], [0.1, 0.0, 0.0], [-0.1, 0.1, -0.1], [0.0, 0.0, 0.0], [0.0, 0.0, 0.0], [0.0, 0.0, 0.0], [0.1, 0.0, 0.0], [0.0, 0.0, 0.0], [0.0, 0.0, 0.0], [0.0, 0.1, -0.1], [0.0, 0.0, 0.0], [0.1, 0.0, -0.1], [0.1, 0.0, 0.1], [0.0, 0.0, -0.1], [0.0, 0.0, 0.0], [0.0, 0.0, -0.1], [0.0, 0.0, -0.1], [0.0, 0.1, -0.2], [0.0, 0.0, 0.0], [-0.1, 0.0, 0.0], [0.0, 0.0, 0.0], [0.0, 0.0, 0.0], [0.0, 0.0, 0.0], [0.0, 0.0, 0.0], [0.0, 0.0, 0.0], [0.0, 0.0, 0.0], [0.0, 0.0, 0.0], [0.0, 0.0, 0.0], [0.0, 0.0, 0.0], [0.0, 0.0, 0.0], [0.0, 0.0, -0.1], [0.0, 0.0, 0.0], [0.0, 0.0, 0.0], [0.0, 0.0, 0.0], [0.0, 0.0, 0.0], [0.0, 0.0, 0.0], [0.0, 0.0, 0.0], [0.0, 0.0, 0.0], [0.0, 0.0, 0.0], [0.0, 0.0, 0.0], [0.0, 0.0, 0.0], [0.0, 0.0, 0.1], [0.0, 0.0, 0.0], [0.0, 0.0, 0.0], [0.0, 0.0, 0.0], [0.0, 0.0, 0.0], [-0.1, 0.1, 0.1], [0.0, 0.0, 0.0], [0.1, 0.0, 0.0], [0.0, 0.0, 0.0], [-0.1, 0.0, 0.0], [0.0, 0.1, 0.0], [0.1, 0.0, 0.0], [0.0, 0.0, 0.0], [0.0, -0.1, 0.0], [0.0, 0.1, 0.2], [0.0, -0.1, 0.1], [-0.1, 0.0, -0.1], [0.1, -0.1, 0.1], [0.1, -0.4, 1.4], [0.0, 0.0, 0.0], [0.0, 0.0, 0.0], [0.0, 0.0, 0.0], [0.0, 0.0, 0.0], [0.0, 0.0, 0.0], [0.0, 0.0, 0.0], [0.0, 0.1, 0.0], [0.0, 0.0, -0.1], [0.1, 0.0, 0.0], [0.0, 0.0, 0.0], [-0.3, -0.1, 0.0], [0.2, -0.2, 0.4], [0.0, 0.0, 0.0], [0.0, 0.1, 0.0], [-0.1, 0.0, 0.0], [0.1, 0.0, 0.0], [0.0, 0.1, -0.1], [0.0, -0.1, -0.2], [0.0, 0.0, 0.0], [0.0, 0.0, 0.0], [0.0, 0.0, 0.0], [0.0, 0.0, 0.0], [0.0, 0.0, 0.0], [0.0, 0.0, 0.0], [0.0, 0.0, 0.0], [0.0, 0.0, 0.0], [0.1, 0.0, 0.0]],
  "lumo_ha": 0.013,
  "max_force_ev_per_a": 1.406,
  "homo_ev": -7.500,
  "total_charge": 0,
  "e_tot_ev": -81124.8670
}